1.
A structure of composition C22H40Br12N4OP in a non-equilibrium geometry, computed with ωB97M-V with the def2-TZVPD basis set.

XYZ file:
```
80
Properties=species:S:1:pos:R:3
Br 1.777 -5.543 -2.043
Br -5.015 3.452 -0.674
Br 3.086 -0.968 -3.151
Br 1.885 4.272 -2.374
Br -6.743 0.612 0.933
Br 4.245 1.126 -0.339
Br 0.157 1.432 -0.767
Br 2.511 4.763 -6.293
Br 3.865 1.646 6.708
Br 0.226 7.596 -6.914
Br 3.277 2.782 3.245
Br 2.365 -6.679 1.421
P -1.702 -4.462 2.349
O -0.888 -3.656 3.707
N -0.391 0.795 4.047
N -5.335 -0.744 3.364
N -3.863 -2.677 2.896
N -3.654 -0.306 1.608
C -5.611 1.760 -1.439
C -1.639 0.127 3.538
C -2.544 -2.356 0.606
C -4.279 -1.256 2.599
C 2.808 -7.546 -0.269
C -0.315 -4.524 0.994
C 2.757 6.666 -5.941
C 0.217 1.783 3.093
C -0.337 2.237 1.619
C 4.803 -0.083 -2.879
C 1.478 7.301 -5.448
C 1.289 2.580 -3.139
C -2.408 0.371 2.117
C -3.184 -3.359 1.732
C -6.945 1.340 -0.866
C -3.452 -1.024 0.292
C 4.308 0.779 5.018
C -0.045 2.160 -2.566
C 3.277 -6.540 -1.294
C 4.777 1.785 3.993
C -1.732 1.512 1.097
C 5.231 -0.154 -1.432
H -3.957 -4.085 1.183
H 4.697 0.940 -3.250
H 0.239 -5.579 1.051
H 0.209 3.038 0.923
H 2.085 1.852 -2.963
H -2.217 1.770 0.064
H 5.506 -0.625 -3.516
H 3.737 -7.045 -2.148
H -3.343 -2.777 3.795
H 5.109 0.075 5.262
H 3.422 0.220 4.704
H 0.510 -3.706 1.208
H 0.956 6.701 -4.698
H -0.750 -4.467 -0.107
H -1.141 -2.667 3.701
H 3.609 -8.250 -0.026
H 3.979 -5.805 -0.891
H -4.528 -1.328 -0.125
H 6.281 0.133 -1.326
H -6.334 -0.985 3.165
H -0.766 2.979 -2.500
H -1.456 -1.962 0.894
H -2.944 -0.390 -0.549
H 5.479 2.520 4.396
H -2.132 -0.677 4.272
H 1.205 2.767 -4.213
H -7.379 0.527 -1.454
H 1.675 8.296 -5.038
H 1.229 2.308 3.448
H -0.479 1.347 -3.154
H -7.666 2.159 -0.800
H 3.137 7.115 -6.863
H 5.081 -1.140 -0.982
H -5.018 -0.149 4.189
H 3.533 6.715 -5.172
H -2.472 -2.981 -0.406
H -5.695 1.947 -2.513
H 5.237 1.280 3.140
H -4.815 1.032 -1.263
H 1.922 -8.105 -0.583
```

Summary:
- LUMO level (eV) = -5.588
- gap between HOMO and LUMO (Ha) = 0.19546
- net charge = +1
- spin multiplicity = 1
- HOMO energy (eV) = -10.91
- F_max (eV/Å) = 6.6

Mulliken atomic charge list, values in e, 6 entries: Br -0.136; Br -0.100; Br -0.137; Br -0.133; Br -0.094; Br -0.080

=====

2.
A structure of composition C22H40Cl2N4O4Pb in a non-equilibrium geometry, computed with ωB97M-V with the def2-TZVPD basis set.

XYZ file:
```
73
Properties=species:S:1:pos:R:3
Pb 0.308 -0.364 -0.889
Cl 0.064 -0.133 3.424
Cl 0.107 0.150 -3.374
O 0.955 0.909 3.887
O -1.324 0.311 3.451
O 0.245 -1.354 4.179
O 0.436 -0.428 1.966
N -3.145 1.969 0.037
N 3.102 -1.888 -0.224
N -1.510 3.367 0.122
N 1.478 -3.285 -0.405
C 3.615 -0.197 1.519
C -1.866 2.106 0.400
C 0.668 3.057 1.165
C 0.108 -5.301 -0.658
C 3.809 -0.589 0.051
C -2.639 4.100 -0.257
C -0.811 -3.148 -1.498
C -0.585 -3.526 0.975
C 0.575 3.542 -1.266
C -0.079 5.318 0.353
C 2.598 -4.017 -0.063
C -3.211 -0.315 0.898
C 3.277 0.550 -0.829
C 5.283 -0.816 -0.233
C -3.825 0.647 -0.103
C 0.048 -3.802 -0.401
C -0.088 3.821 0.090
C -3.641 0.053 -1.507
C -3.671 3.219 -0.306
C 3.619 -3.143 0.040
C -5.306 0.863 0.160
C 1.805 -1.992 -0.543
H -0.927 -5.668 -0.750
H 2.527 -5.096 0.020
H 1.650 3.758 -1.158
H 4.660 -3.247 0.291
H 5.795 0.152 -0.130
H -0.131 -4.188 1.728
H -4.048 -0.973 -1.494
H -2.580 5.161 -0.420
H -4.205 0.622 -2.259
H -0.585 5.541 1.306
H 4.060 -0.953 2.180
H -1.407 -2.307 -1.098
H -0.238 -2.832 -2.381
H 4.116 0.768 1.692
H 5.430 -1.189 -1.258
H -3.800 -1.243 0.894
H -3.204 0.096 1.911
H -4.717 3.340 -0.509
H -2.582 -0.001 -1.812
H 0.593 -5.816 0.185
H -1.572 -3.870 -1.841
H -0.558 5.871 -0.473
H -0.463 -2.487 1.325
H -2.182 -0.569 0.608
H 0.469 2.499 -1.606
H 2.554 -0.086 1.788
H 2.437 1.083 -0.341
H -5.762 1.489 -0.625
H 0.637 -5.505 -1.604
H -5.457 1.321 1.151
H 4.068 1.316 -0.909
H 0.973 5.640 0.427
H 0.271 3.300 2.156
H 0.179 4.212 -2.041
H 1.725 3.356 1.125
H -1.665 -3.734 0.913
H 5.713 -1.523 0.489
H 3.018 0.226 -1.848
H 0.600 1.972 1.023
H -5.792 -0.126 0.151
```

Summary:
- LUMO level (alpha / beta) (eV) = 4.440 / 4.472
- gap between HOMO and LUMO (alpha / beta) (Ha) = 0.06705 / 0.06676
- net charge = -2
- spin multiplicity = 1
- HOMO energy (alpha / beta) (eV) = 2.62 / 2.66
- F_max (eV/Å) = 3.5

Mulliken atomic charge list, values in e, 6 entries: Pb 0.822; Cl 1.777; Cl -0.764; O -0.683; O -0.658; O -0.713

=====

3.
A cluster of 6 separate species, C22H40F10N2O11S6 in total in a non-equilibrium geometry, computed with ωB97M-V with the def2-TZVPD basis set.

XYZ file:
```
91
Properties=species:S:1:pos:R:3
S 2.119 4.661 7.544
S 3.829 -4.114 -4.890
S -1.673 0.729 -0.459
S -9.896 -1.971 1.631
S 9.266 -4.205 -5.489
S 0.327 -0.647 -4.630
F -2.721 -1.447 1.424
F 1.038 -2.424 3.815
F -3.055 0.943 3.482
F -5.134 -0.578 5.067
F -4.969 -1.087 0.715
F -4.352 0.783 -0.854
F -5.375 0.894 2.803
F -5.189 -2.276 3.393
F -3.056 -1.610 4.515
F -3.581 2.216 0.887
O 2.125 4.503 6.053
O -1.619 1.842 -1.577
O -0.716 -3.404 2.475
O 4.505 -2.787 -5.067
O 8.827 -5.428 -4.741
O -0.038 0.342 3.259
O 0.461 -1.897 -5.450
O -10.868 -1.043 2.296
O -1.593 -0.624 -1.220
O -0.976 4.362 4.461
O 2.382 2.367 -1.986
N 0.473 -1.410 1.503
N 0.738 3.254 -0.175
C 2.479 -4.201 -6.091
C 1.524 2.176 -0.949
C -0.250 1.063 0.709
C 0.212 -2.436 2.585
C -4.121 0.074 2.856
C -4.362 -1.161 3.907
C -8.237 -1.512 2.189
C 1.060 0.721 -0.275
C -9.683 -1.405 -0.074
C 0.090 3.863 3.529
C 0.394 4.820 8.067
C -3.779 -0.377 1.317
C 4.867 -5.364 -5.685
C 0.046 0.002 1.956
C 0.585 0.760 -5.738
C -1.439 -0.357 -4.368
C 7.993 -2.940 -5.259
C 10.530 -3.381 -4.490
C 2.584 6.371 7.912
C 0.178 2.600 1.086
C -3.380 0.845 0.302
C -0.732 3.486 2.122
H 1.954 7.060 7.345
H -1.708 4.803 3.932
H 3.628 6.516 7.626
H 7.085 -3.264 -5.774
H -1.968 -0.374 -5.324
H -10.621 -1.560 -0.611
H 1.547 3.883 0.073
H 1.627 0.757 -6.065
H -0.068 0.674 -6.610
H -0.101 5.605 7.490
H -7.493 -2.088 1.635
H 1.719 -3.467 -5.813
H 2.038 -5.201 -6.074
H -1.582 0.608 -3.876
H 2.474 6.557 8.983
H -9.431 -0.342 -0.086
H 10.161 -3.226 -3.473
H 0.571 2.895 3.977
H -8.074 -0.443 2.038
H -0.111 3.867 7.889
H 10.789 -2.423 -4.946
H -1.725 2.977 2.474
H -0.903 4.542 1.593
H -1.829 -1.150 -3.725
H 0.377 1.689 -5.203
H 5.095 -5.064 -6.711
H 1.966 0.526 0.463
H 0.829 4.765 3.396
H 8.335 -1.996 -5.690
H 7.780 -2.812 -4.196
H 0.975 -0.213 -0.984
H 4.349 -6.326 -5.681
H -8.891 -1.984 -0.555
H 5.798 -5.453 -5.120
H -0.075 -1.685 0.648
H 11.417 -4.018 -4.459
H 1.171 2.438 1.727
H 0.355 5.056 9.133
H 2.853 -3.973 -7.092
H -8.153 -1.744 3.254
```

Summary:
- LUMO level (eV) = -1.752
- gap between HOMO and LUMO (Ha) = 0.25065
- spin multiplicity = 1
- HOMO energy (eV) = -8.57
- F_max (eV/Å) = 9.9

Mulliken atomic charge list, values in e, 6 entries: S 0.449; S 0.502; S 1.322; S 0.475; S 0.482; S 0.660

=====

4.
A structure of composition C22H40N2O6S5Sc, computed with ωB97M-V with the def2-TZVPD basis set.

XYZ file:
```
76
Properties=species:S:1:pos:R:3
Sc 1.607 -1.390 2.502
S 4.404 -3.785 5.868
S 1.962 -2.907 7.264
S 3.595 -2.585 3.256
S 0.790 -1.585 4.866
S 0.029 -0.786 -2.281
O 3.896 -4.292 8.409
O 1.623 0.831 3.043
O 2.927 -0.165 1.052
O -0.240 -0.394 1.697
O 1.828 -2.406 0.510
O 0.014 -2.967 2.173
N -0.049 1.808 -1.856
N -2.072 0.734 -1.621
C -0.614 3.156 -1.884
C -3.737 -0.379 -3.131
C 2.995 -2.125 -0.275
C 3.224 -2.889 4.939
C -5.009 0.465 -3.180
C 2.109 -2.486 5.572
C 0.859 2.850 -4.672
C -3.018 -0.370 -1.781
C -1.320 -2.469 2.032
C -0.764 0.654 -1.912
C 3.011 1.257 1.146
C 3.145 -0.628 -0.289
C 0.444 -4.094 1.405
C 3.530 -3.733 7.417
C 1.140 -3.612 0.147
C -4.812 1.954 -2.908
C -0.101 3.969 -4.271
C -0.462 1.013 1.840
C 2.746 1.593 2.593
C -1.295 -1.226 1.169
C 0.325 1.430 3.070
C -1.164 3.578 -3.246
H -2.248 -0.698 1.215
H -3.742 -0.307 -0.965
H -0.616 4.333 -5.162
H -1.524 1.216 1.987
H -5.726 0.061 -2.459
H -1.649 -2.234 3.044
H 0.406 2.515 3.144
H -3.025 -0.063 -3.901
H -5.473 0.340 -4.160
H -2.480 1.654 -1.584
H 2.384 -0.193 -0.940
H -1.841 4.422 -3.096
H -2.445 -1.286 -1.658
H 2.853 -2.481 -1.296
H 3.851 -2.626 0.180
H -1.774 2.761 -3.646
H 4.144 -0.343 -0.621
H -4.056 2.386 -3.568
H 0.332 1.910 -4.856
H -0.399 -4.745 1.175
H 0.176 3.841 -1.570
H 1.396 3.113 -5.583
H 2.573 2.659 2.735
H 0.452 -3.375 -0.667
H 1.855 -4.365 -0.186
H -3.996 -1.413 -3.369
H -1.384 3.228 -1.112
H 0.880 1.694 -2.232
H -1.051 -1.448 0.127
H 1.145 -4.624 2.046
H 0.467 4.823 -3.889
H 4.005 1.594 0.845
H -0.125 1.519 0.932
H -1.974 -3.232 1.610
H 1.621 2.664 -3.909
H -0.150 1.045 3.972
H -5.739 2.504 -3.069
H 3.584 1.281 3.215
H 2.266 1.703 0.478
H -4.520 2.147 -1.869
```

Summary:
- LUMO level (eV) = -2.361
- gap between HOMO and LUMO (Ha) = 0.24643
- net charge = +1
- spin multiplicity = 1
- HOMO energy (eV) = -9.07
- F_max (eV/Å) = 0.6

natural (NBO) atomic charge list, values in e, 6 entries: Sc 1.427; S 0.340; S 0.344; S -0.288; S -0.313; S -0.340

=====

5.
A cluster of 2 separate species, C22H40N4O5P in total in a non-equilibrium geometry, computed with ωB97M-V with the def2-TZVPD basis set.

XYZ file:
```
72
Properties=species:S:1:pos:R:3
P 1.539 2.966 -0.739
O -1.036 2.889 -1.362
O 5.534 1.240 -3.204
O -1.280 -3.069 -1.307
O -4.375 0.712 0.806
O -0.220 -2.319 -3.288
N 2.712 -2.928 -0.854
N -2.921 -0.039 2.518
N 0.395 -0.159 0.147
N -0.565 5.430 -1.136
C 2.391 -1.671 -0.598
C -0.191 0.489 -1.054
C 1.144 -1.433 0.362
C -0.107 2.034 -0.600
C -2.884 1.237 3.335
C -1.458 1.470 4.009
C 6.499 0.221 -2.974
C -0.617 4.247 -1.265
C -4.172 -0.111 1.742
C -0.894 3.028 1.873
C -1.017 -4.770 -3.041
C -0.860 -3.269 -2.466
C -0.803 -1.001 -3.151
C -5.313 -1.214 1.959
C 0.152 0.529 1.275
C -2.845 -1.238 3.420
C -0.002 -5.661 -2.131
C -0.702 1.806 0.864
C 2.335 3.252 0.981
C 0.242 0.068 -2.524
C 2.854 2.015 -1.701
C -0.617 2.696 3.414
H -1.653 1.715 5.117
H -2.090 -5.142 -2.988
H 0.502 2.527 3.558
H -1.804 -0.986 -2.593
H 3.469 3.253 0.814
H -3.627 1.045 4.200
H -0.245 3.946 1.622
H -1.052 -0.649 -4.218
H 1.324 -0.249 -2.649
H -6.182 -1.031 1.239
H 2.525 1.609 -2.708
H -5.660 -1.316 3.035
H -0.628 -4.805 -4.112
H -3.652 -1.121 4.237
H -0.875 3.641 4.015
H 2.120 2.414 1.720
H -1.974 3.398 1.727
H 3.304 1.238 -0.999
H 3.024 -0.874 -1.095
H -0.029 -6.761 -2.403
H 6.138 -0.433 -2.180
H 0.403 -2.314 0.386
H 2.038 -3.524 -0.336
H -0.282 -5.432 -1.053
H 3.710 2.751 -1.930
H -2.960 -2.226 2.859
H 1.032 -5.179 -2.293
H 0.117 1.008 -3.179
H -1.786 1.416 0.754
H -1.313 0.255 -0.954
H -3.301 2.131 2.772
H 1.566 -1.384 1.433
H 1.955 4.249 1.366
H 0.475 0.265 2.327
H -0.792 0.540 4.024
H 6.643 -0.364 -3.885
H 5.876 1.803 -3.909
H -4.838 -2.220 1.657
H 7.446 0.672 -2.668
H -1.845 -1.312 3.976
```

Summary:
- LUMO level (eV) = -4.088
- gap between HOMO and LUMO (Ha) = 0.25839
- net charge = +1
- spin multiplicity = 1
- HOMO energy (eV) = -11.12
- F_max (eV/Å) = 4.3

Mulliken atomic charge list, values in e, 6 entries: P 0.080; O -0.423; O -0.454; O -0.498; O -0.579; O -0.344

=====

6.
A structure of composition C22H41BN6O3SSiTi in a non-equilibrium geometry, computed with ωB97M-V with the def2-TZVPD basis set.

XYZ file:
```
76
Properties=species:S:1:pos:R:3
Ti -0.075 -0.753 -2.152
S -1.224 0.557 -0.805
Si -0.818 0.689 1.278
O -0.158 -0.623 2.003
O -2.294 0.978 1.953
O 0.166 1.996 1.520
N 0.708 -0.907 -4.946
N 0.174 -0.047 -3.995
N -0.496 -2.645 -2.673
N 2.493 -2.167 -3.627
N 0.128 -3.125 -3.819
N 2.367 -1.508 -2.450
C 4.485 -2.172 -2.640
C 0.725 -0.279 -6.134
C -0.355 3.349 1.759
C -1.242 -4.726 -3.080
C 0.865 4.260 1.789
C 3.371 2.067 0.234
C -3.225 -0.931 3.136
C 0.229 1.017 -5.974
C -3.954 -0.413 0.800
C 3.773 -2.582 -3.767
C -0.333 -4.361 -4.077
C 2.162 -1.287 2.200
C -1.295 3.733 0.625
C 1.245 0.480 3.728
C -1.320 -3.634 -2.208
C -1.064 3.392 3.105
C 0.942 -0.805 2.976
C 0.476 -1.867 3.964
C -0.109 1.138 -4.623
C -3.508 0.177 2.131
C -4.546 1.157 2.657
C 3.555 -1.492 -1.832
B 1.242 -2.326 -4.574
H 3.690 -1.011 -0.872
H -0.811 3.576 -0.346
H 2.029 0.276 4.474
H 1.093 -0.795 -7.008
H -0.523 1.961 -4.060
H -1.889 -3.484 -1.302
H -2.929 -0.509 4.105
H -1.974 2.782 3.096
H -2.225 3.151 0.660
H 1.269 -2.052 4.702
H 2.967 3.030 -0.093
H 0.262 -2.814 3.452
H -3.216 -1.121 0.404
H 1.546 3.977 2.602
H 1.927 -2.210 1.655
H 1.572 -2.917 -5.569
H 0.538 5.294 1.966
H -0.421 -1.537 4.505
H -5.502 0.639 2.813
H 5.526 -2.339 -2.432
H 0.132 1.770 -6.733
H 2.985 -1.497 2.898
H -4.712 1.972 1.940
H 0.361 0.840 4.272
H -1.352 4.430 3.326
H 0.018 -4.895 -4.948
H 1.409 4.230 0.837
H -1.766 -5.658 -2.996
H -4.122 0.376 0.058
H -4.229 1.584 3.617
H 2.502 -0.526 1.485
H -2.436 -1.603 2.775
H 1.618 1.271 3.067
H 4.306 1.876 -0.303
H -0.400 3.042 3.905
H -4.900 -0.954 0.955
H -4.139 -1.523 3.290
H -1.558 4.796 0.724
H 3.555 2.087 1.260
H 4.056 -3.129 -4.655
H 2.650 1.279 -0.008
```

Summary:
- LUMO level (eV) = -8.899
- gap between HOMO and LUMO (Ha) = 0.23035
- net charge = +2
- spin multiplicity = 1
- HOMO energy (eV) = -15.17
- F_max (eV/Å) = 4.9

Mulliken atomic charge list, values in e, 6 entries: Ti 1.014; S 0.094; Si -0.910; O 0.170; O 0.855; O 0.358